Formula: C30H55BCl2N3O35
Source: the Open Molecules 2025 dataset
Level of theory: ωB97M-V with the def2-TZVPD basis set

Calculated values
Charge ... -2
Relative energy (zero: lowest compared OMol25 entry of this formula, charge and spin) ... 0.0 kcal per mole
<S²> ... 0.7531
Multiplicity ... 2
Kohn-Sham gap (spin up / spin down) ... 2.57 / 6.54 eV
F_max ... 6.9 eV Å⁻¹
Molar mass ... 1099.47 g/mol

Geometry as XYZ:
```
126
Properties=species:S:1:pos:R:3:mulliken_charge:R:1
O 0.13 3.14 2.77 -0.84
C 0.11 1.94 2.36 0.33
O -0.93 1.26 1.85 -0.72
B -0.46 -0.18 1.61 0.97
O 0.89 -0.30 2.15 -0.03
C 1.27 0.85 2.61 0.56
O 2.40 1.12 3.10 -0.61
O -0.54 -0.59 0.24 0.40
C -1.21 -1.68 0.09 0.38
O -1.47 -2.16 -0.99 -0.60
C -1.85 -2.01 1.52 0.23
O -1.37 -1.12 2.33 -0.99
O -2.74 -2.84 1.78 -0.75
Cl 3.95 -5.68 1.88 -0.27
C 2.95 -4.62 2.90 -0.24
C 2.03 -3.82 1.99 0.52
Cl 0.66 -4.78 1.46 -0.25
H 3.68 -4.09 3.51 0.20
H 2.32 -5.28 3.51 0.36
H 2.39 -3.31 1.09 0.20
H 1.51 -3.04 2.55 -0.50
C 0.28 -3.98 -2.97 -0.49
N 0.90 -4.50 -4.26 1.08
O 0.16 -4.67 -5.20 -0.60
O 2.07 -4.58 -4.16 -0.60
H -0.24 -4.82 -2.51 0.31
H -0.49 -3.29 -3.33 0.12
H 1.00 -3.55 -2.28 0.16
C 5.40 -0.34 2.59 -0.66
N 5.82 -1.21 3.69 1.05
O 5.59 -2.42 3.60 -0.59
O 6.36 -0.63 4.62 -0.60
H 4.98 -0.89 1.76 0.29
H 6.31 0.11 2.21 0.32
H 4.68 0.44 2.85 0.10
C 2.65 4.35 4.34 -0.80
N 4.08 4.03 4.11 1.01
O 4.53 2.93 4.47 -0.53
O 4.76 4.84 3.55 -0.60
H 2.24 4.96 3.54 0.31
H 2.68 5.06 5.17 0.38
H 2.01 3.50 4.59 0.18
C -0.20 5.35 0.04 -0.45
O 0.53 5.57 -1.14 -0.15
C 1.58 6.40 -1.11 0.74
O 2.26 6.85 -0.12 -0.63
O 1.91 6.57 -2.43 -0.27
C 2.85 7.54 -2.76 -0.78
H 0.44 4.77 0.71 0.20
H -1.08 4.79 -0.29 -0.02
H -0.38 6.30 0.54 0.45
H 3.01 7.68 -3.83 0.24
H 3.68 7.51 -2.06 0.32
H 2.48 8.51 -2.41 0.32
C -1.49 -0.35 -3.98 0.32
O -0.56 -1.08 -4.74 -0.29
C 0.52 -0.42 -5.27 0.80
O 0.67 0.78 -5.40 -0.64
O 1.32 -1.32 -5.79 -0.20
C 2.30 -0.95 -6.74 -0.80
H -0.92 0.23 -3.25 -0.55
H -2.08 -1.00 -3.34 0.20
H -2.05 0.25 -4.70 0.40
H 3.25 -0.93 -6.20 0.31
H 2.20 0.03 -7.20 0.31
H 2.26 -1.67 -7.55 0.23
C 3.99 3.21 0.62 -0.40
O 2.98 2.48 -0.03 -0.04
C 3.09 1.23 -0.36 0.46
O 4.15 0.61 -0.23 -0.76
O 1.96 0.79 -0.96 0.13
C 1.91 -0.62 -1.35 -0.24
H 4.96 3.05 0.15 0.38
H 4.11 2.95 1.67 -0.15
H 3.73 4.27 0.65 0.16
H 2.64 -0.89 -2.11 0.58
H 0.89 -0.85 -1.66 -0.45
H 2.12 -1.24 -0.47 0.14
C -4.10 0.51 -0.24 0.14
O -5.30 -0.21 -0.36 -0.37
C -6.01 -0.47 0.70 0.77
O -5.80 -0.07 1.83 -0.59
O -7.13 -0.96 0.27 -0.36
C -8.26 -1.03 1.08 -0.74
H -3.48 -0.17 0.34 -0.14
H -4.29 1.35 0.44 0.48
H -3.54 0.81 -1.13 -0.17
H -8.81 -0.09 1.14 0.31
H -8.05 -1.31 2.11 0.32
H -9.02 -1.68 0.64 0.25
C -0.33 2.33 -2.17 -0.64
O -1.31 2.76 -3.08 -0.38
C -2.48 3.17 -2.66 0.94
O -2.84 3.30 -1.48 -0.66
O -3.22 3.27 -3.71 -0.36
C -4.58 3.50 -3.63 -0.70
H 0.39 1.71 -2.70 0.14
H -0.71 1.66 -1.40 0.60
H 0.12 3.24 -1.76 0.24
H -4.93 2.59 -3.15 0.29
H -4.79 3.67 -4.69 0.24
H -4.86 4.33 -2.98 0.28
C -5.60 -5.96 -4.18 -0.71
O -4.95 -5.09 -3.29 -0.21
C -4.04 -5.76 -2.43 0.58
O -3.80 -6.98 -2.31 -0.58
O -3.35 -4.78 -1.71 0.03
C -2.71 -5.22 -0.49 -0.56
H -6.52 -5.49 -4.54 0.24
H -5.92 -6.88 -3.70 0.31
H -4.95 -6.10 -5.04 0.27
H -2.23 -6.17 -0.71 0.40
H -3.44 -5.50 0.26 0.33
H -1.87 -4.67 -0.07 -0.12
C -0.82 -0.73 5.57 -0.61
O 0.54 -0.68 6.01 -0.36
C 1.40 -1.68 5.68 0.98
O 1.15 -2.77 5.20 -0.63
O 2.65 -1.33 6.04 -0.39
C 3.12 0.00 6.49 -0.42
H -1.38 -0.50 6.48 0.36
H -1.25 -1.68 5.25 0.31
H -0.99 0.03 4.81 0.15
H 3.09 0.65 5.62 0.05
H 4.16 -0.03 6.83 0.26
H 2.52 0.52 7.24 0.32
```

***

Formula: C30H55MgN4OP2S
Source: the Open Molecules 2025 dataset
Level of theory: ωB97M-V with the def2-TZVPD basis set

Calculated values
Charge ... +1
Relative energy (zero: lowest compared OMol25 entry of this formula, charge and spin) ... 0.0 kcal per mole
Kohn-Sham gap ... 6.15 eV
F_max ... 3.9 eV Å⁻¹
Molar mass ... 606.12 g/mol

Geometry as XYZ:
```
94
Properties=species:S:1:pos:R:3:mulliken_charge:R:1
C 0.64 -0.98 -2.59 -0.45
C -1.69 -0.97 -2.28 0.26
C 0.53 -1.58 -3.85 -0.85
C -1.85 -1.54 -3.57 -1.06
C -0.74 -1.84 -4.34 -0.87
H 1.44 -1.81 -4.41 0.53
H -2.86 -1.74 -3.91 0.52
H -0.87 -2.29 -5.32 0.43
N -0.42 -0.67 -1.85 0.65
P 2.05 0.97 -1.09 0.76
P -2.56 -0.40 0.33 1.37
C 2.04 -0.64 -2.02 -0.81
H 2.31 -1.43 -1.30 0.30
H 2.80 -0.65 -2.81 0.66
C -0.12 1.55 1.76 -0.53
O -0.07 2.08 2.81 -0.57
C -2.80 -0.74 -1.39 -1.48
H -3.79 -1.05 -1.76 0.20
C -2.62 -2.10 1.21 2.04
C -3.95 0.71 0.93 2.38
C 3.60 0.99 0.01 2.28
C 2.04 2.28 -2.45 2.13
C -2.01 -1.97 2.62 -1.35
H -2.66 -1.41 3.30 0.27
H -1.89 -2.97 3.05 0.60
H -1.04 -1.48 2.61 -0.13
C -4.04 -2.65 1.30 -1.97
H -4.69 -2.09 1.99 0.30
H -4.52 -2.70 0.32 0.38
H -3.98 -3.68 1.69 0.53
C -1.80 -3.06 0.34 -1.68
H -1.67 -4.01 0.89 0.65
H -2.32 -3.28 -0.59 0.27
H -0.81 -2.67 0.09 0.11
C -3.96 0.72 2.47 -2.09
H -2.99 0.98 2.90 0.26
H -4.68 1.48 2.81 0.54
H -4.29 -0.23 2.89 0.35
C -3.75 2.13 0.45 -2.02
H -2.86 2.57 0.96 0.69
H -3.61 2.21 -0.64 0.24
H -4.57 2.78 0.76 0.68
C -5.28 0.26 0.34 -1.88
H -5.56 -0.76 0.63 0.32
H -6.07 0.93 0.72 0.53
H -5.27 0.33 -0.75 0.36
C 1.90 3.66 -1.78 -1.35
H 1.90 4.44 -2.56 0.54
H 0.96 3.75 -1.21 0.06
H 2.73 3.88 -1.09 0.18
C 0.86 2.02 -3.40 -1.76
H 1.07 1.17 -4.06 0.35
H -0.08 1.82 -2.88 0.07
H 0.72 2.91 -4.03 0.64
C 3.32 2.23 -3.30 -1.70
H 3.13 2.81 -4.22 0.51
H 4.19 2.70 -2.82 0.39
H 3.59 1.21 -3.60 0.22
C 4.16 -0.42 0.14 -1.03
H 4.54 -0.81 -0.81 0.30
H 5.00 -0.41 0.85 0.72
H 3.42 -1.12 0.52 -0.85
C 3.16 1.51 1.40 -1.62
H 2.44 0.84 1.88 0.05
H 4.05 1.57 2.05 0.58
H 2.71 2.51 1.35 0.27
C 4.73 1.89 -0.51 -2.12
H 5.16 1.51 -1.45 0.39
H 4.43 2.93 -0.65 0.32
H 5.53 1.88 0.24 0.55
Mg -0.12 0.25 -0.05 1.58
N 0.78 -1.12 0.96 0.05
C 1.29 -2.01 1.51 -0.44
C 1.95 -3.15 2.20 1.88
C 1.21 -4.44 1.86 -1.49
C 3.39 -3.23 1.71 -1.84
C 1.89 -2.90 3.71 -1.60
H 0.16 -4.42 2.20 0.18
H 1.21 -4.64 0.77 0.36
H 1.71 -5.29 2.35 0.46
H 3.96 -2.32 1.95 0.42
H 3.91 -4.07 2.19 0.49
H 3.44 -3.38 0.62 0.34
H 2.37 -3.74 4.24 0.43
H 2.42 -1.98 4.00 0.38
H 0.86 -2.82 4.07 0.32
N -1.98 4.58 -0.82 -0.19
C -1.46 4.07 0.29 0.01
N -1.43 4.67 1.49 -0.18
S -0.87 2.49 0.12 -0.54
H -2.32 5.49 -0.83 0.18
H -2.00 4.06 -1.70 0.21
H -1.04 4.24 2.32 0.20
H -1.75 5.59 1.55 0.22
```

***

Formula: C30H55N2O10PS
Source: the Open Molecules 2025 dataset
Level of theory: ωB97M-V with the def2-TZVPD basis set

Calculated values
Kohn-Sham gap ... 9.32 eV
F_max ... 3.2 eV Å⁻¹
Molar mass ... 666.82 g/mol

Geometry as XYZ:
```
99
Properties=species:S:1:pos:R:3:mulliken_charge:R:1
C -0.22 1.85 4.45 -0.13
O -0.43 0.43 4.45 -0.43
C 0.65 -0.27 3.84 1.01
C 0.08 -1.67 3.31 -1.01
C 0.61 -1.87 1.82 0.73
C 0.55 -3.38 1.33 -1.07
C -0.12 -3.57 -0.09 -0.63
C 0.25 -2.47 -1.15 -0.57
C 1.80 -2.17 -1.30 -0.69
C 1.99 -0.58 -1.33 -0.05
C 3.51 -0.25 -1.07 -0.46
C 3.83 1.31 -1.18 -0.78
C 2.87 2.15 -0.24 0.40
C 3.59 3.11 0.80 0.86
O 3.48 4.41 0.19 -0.43
C 2.46 5.19 0.78 0.33
O 2.80 6.10 1.49 -0.51
C 0.95 4.94 0.59 0.72
C 0.31 4.57 -0.68 0.03
C -1.13 4.34 -0.81 -0.63
C -2.02 4.48 0.36 -0.18
C -1.38 4.85 1.63 -0.58
C 0.07 5.06 1.78 -0.64
O 2.87 3.02 2.05 0.00
C 3.71 3.35 3.15 0.30
O 3.41 3.46 4.27 -0.46
O 4.97 3.58 2.54 -0.49
C 5.03 2.76 1.36 -0.43
P 5.44 1.01 1.87 0.59
O 6.55 1.19 3.13 -0.57
O 6.25 0.16 0.68 -0.51
S 3.96 -0.02 2.57 -0.32
H 0.10 2.25 5.46 0.26
H -1.20 2.35 4.20 0.16
H 0.52 2.20 3.68 -0.10
H 1.51 -0.47 4.54 0.20
H 1.08 0.25 2.94 -0.79
H 0.35 -2.53 3.98 0.36
H -1.04 -1.53 3.25 0.28
H 1.70 -1.56 1.77 -0.48
H 0.03 -1.16 1.17 0.18
H 0.00 -4.00 2.09 0.45
H 1.60 -3.79 1.25 0.33
H 0.06 -4.63 -0.45 0.12
H -1.24 -3.52 0.07 0.33
H -0.08 -2.88 -2.16 0.23
H -0.38 -1.54 -1.01 0.45
H 2.26 -2.56 -2.24 0.52
H 2.40 -2.50 -0.40 0.18
H 1.29 -0.19 -0.54 0.05
H 1.62 -0.14 -2.31 0.27
H 3.92 -0.72 -0.14 -0.07
H 4.08 -0.73 -1.93 0.35
H 3.58 1.57 -2.25 0.43
H 4.92 1.54 -1.06 0.43
H 2.12 1.54 0.32 -0.11
H 2.27 2.83 -0.91 -0.64
H 0.93 4.44 -1.60 0.40
H -1.54 4.07 -1.81 0.36
H -3.11 4.29 0.25 0.23
H -2.06 4.96 2.52 0.36
H 0.49 5.31 2.79 0.37
H 5.73 3.11 0.54 0.67
H 6.89 0.28 3.28 0.37
H 6.09 -0.78 0.87 0.42
C 0.94 -7.40 -5.84 -1.41
C 0.86 -7.33 -4.32 0.38
C -0.14 -6.28 -3.80 -0.83
O 0.33 -4.94 -3.87 -0.12
C 0.18 -4.33 -5.14 -0.82
N 2.21 -7.11 -3.79 -0.75
H 1.50 -6.57 -6.27 0.28
H 1.44 -8.32 -6.16 0.36
H -0.06 -7.40 -6.28 0.34
H 0.51 -8.31 -3.97 0.41
H -0.30 -6.47 -2.73 0.31
H -1.11 -6.38 -4.29 0.42
H -0.73 -4.67 -5.65 0.36
H 1.06 -4.52 -5.76 0.26
H 0.12 -3.25 -4.99 0.24
H 2.17 -7.16 -2.77 0.27
H 2.45 -6.14 -3.97 0.32
C -8.70 2.02 0.48 -1.38
C -7.95 2.66 1.64 0.35
C -6.98 3.77 1.21 -0.75
O -5.77 3.30 0.63 -0.28
C -5.87 2.96 -0.74 -0.63
N -7.26 1.61 2.40 -0.73
H -8.08 1.33 -0.09 0.28
H -9.55 1.44 0.85 0.35
H -9.09 2.78 -0.20 0.34
H -8.70 3.12 2.30 0.40
H -6.68 4.33 2.10 0.33
H -7.47 4.50 0.55 0.41
H -6.56 3.61 -1.28 0.33
H -6.16 1.92 -0.85 0.24
H -4.87 3.07 -1.19 0.17
H -6.84 2.02 3.23 0.27
H -6.46 1.31 1.85 0.32
```

***

Formula: C30H55N2O9
Source: the Open Molecules 2025 dataset
Level of theory: ωB97M-V with the def2-TZVPD basis set

Calculated values
Charge ... +1
Kohn-Sham gap ... 6.22 eV
F_max ... 1.3 eV Å⁻¹
Molar mass ... 587.78 g/mol

Geometry as XYZ:
```
96
Properties=species:S:1:pos:R:3:mulliken_charge:R:1
C -1.42 0.71 1.98 0.07
C -0.97 0.68 0.87 -0.57
C -0.15 0.91 -0.30 -0.64
C 1.26 0.28 -0.22 0.12
C 1.70 -0.11 1.19 -1.33
C 3.17 -0.27 1.43 0.58
C 3.74 0.41 2.49 -0.37
C 5.07 0.32 2.82 0.05
C 5.51 1.10 4.03 0.40
O 4.79 1.91 4.52 -0.51
O 6.74 0.81 4.54 -0.41
C 6.58 0.05 5.77 -0.77
C 5.91 -0.47 2.02 0.51
N 7.30 -0.56 2.22 -0.57
C 5.32 -1.14 0.97 0.02
N 4.00 -1.05 0.70 0.23
C 3.52 -1.86 -0.45 -2.14
C 2.56 -2.98 -0.07 0.51
C 1.90 -3.57 -1.34 -0.72
C 2.08 -5.08 -1.45 -1.14
C 1.03 -5.89 -0.65 -0.46
O 0.30 -5.11 0.28 -0.42
C 0.77 -5.21 1.62 -0.74
H -1.86 0.73 2.94 0.45
H -0.66 0.44 -1.14 0.21
H -0.10 1.97 -0.55 0.40
H 1.97 0.94 -0.70 0.48
H 1.22 -0.63 -0.82 -0.40
H 1.40 0.70 1.85 0.53
H 1.15 -0.97 1.56 0.42
H 3.11 1.04 3.09 0.61
H 7.54 -0.40 6.00 0.27
H 5.82 -0.72 5.66 0.34
H 6.29 0.72 6.57 0.34
H 7.65 -1.40 1.78 0.29
H 7.51 -0.65 3.21 0.21
H 5.93 -1.76 0.33 0.38
H 3.13 -1.21 -1.21 0.42
H 4.39 -2.33 -0.90 0.44
H 3.15 -3.76 0.40 0.67
H 1.83 -2.67 0.66 -0.06
H 2.43 -3.15 -2.20 0.67
H 0.86 -3.31 -1.38 0.25
H 1.98 -5.35 -2.50 0.40
H 3.07 -5.38 -1.13 0.39
H 1.50 -6.73 -0.14 0.36
H 0.31 -6.31 -1.34 0.39
H 0.20 -5.94 2.19 0.29
H 1.82 -5.47 1.64 0.36
H 0.66 -4.23 2.08 0.20
C -5.40 6.87 2.58 -0.77
O -5.72 5.50 2.65 -0.26
C -4.94 4.72 1.76 -0.60
C -4.92 3.27 2.20 -0.44
O -4.00 3.01 3.26 -0.37
C -4.38 3.46 4.56 -0.44
C -5.45 2.61 5.21 -0.55
O -6.73 2.94 4.70 -0.26
C -7.68 1.91 4.91 -0.77
H -5.59 7.27 1.58 0.32
H -6.03 7.40 3.29 0.24
H -4.35 7.05 2.84 0.33
H -3.92 5.10 1.71 0.34
H -5.39 4.78 0.76 0.42
H -4.55 2.68 1.36 0.40
H -5.92 2.92 2.45 0.19
H -4.67 4.51 4.55 0.18
H -3.48 3.36 5.17 0.40
H -5.45 2.79 6.29 0.42
H -5.24 1.55 5.03 0.33
H -7.37 0.99 4.39 0.32
H -8.62 2.25 4.49 0.24
H -7.81 1.71 5.97 0.32
C -3.75 -0.60 -6.82 -0.77
O -2.42 -0.15 -6.81 -0.27
C -2.26 1.05 -6.06 -0.57
C -0.82 1.23 -5.64 -0.45
O -0.46 0.44 -4.51 -0.36
C -0.27 -0.95 -4.73 -0.21
C 1.02 -1.29 -5.44 -0.56
O 0.89 -1.08 -6.83 -0.28
C 2.14 -0.93 -7.47 -0.79
H -4.42 0.13 -7.28 0.33
H -3.78 -1.52 -7.40 0.23
H -4.10 -0.82 -5.80 0.33
H -2.90 1.03 -5.17 0.33
H -2.56 1.90 -6.70 0.44
H -0.70 2.26 -5.31 0.38
H -0.14 1.06 -6.47 0.19
H -1.13 -1.39 -5.23 0.20
H -0.22 -1.39 -3.72 0.17
H 1.25 -2.36 -5.28 0.41
H 1.83 -0.68 -5.03 0.34
H 2.69 -0.07 -7.07 0.33
H 1.95 -0.77 -8.53 0.25
H 2.75 -1.83 -7.36 0.32
```

***

- F_max of number 1 (C30H55BCl2N3O35)?
  6.9 eV Å⁻¹

***

- What is the formula in the third record?
  C30H55N2O10PS